Below is a structure of composition C11H6N2O6Zn, with properties calculated with the ωB97M-V functional and the def2-TZVPD basis.

Geometry as XYZ:
```
26
Properties=species:S:1:pos:R:3:mulliken_charge:R:1
O -4.111 -1.107 -0.936 -0.111
C -3.033 -0.831 -0.689 0.093
Zn 0.334 0.078 0.079 1.312
O -1.281 2.660 1.402 -0.103
C -0.867 1.692 0.953 0.150
C 0.571 -1.818 -1.010 0.151
O 0.858 -2.797 -1.516 -0.097
C -0.029 0.904 -1.914 0.119
O 0.039 1.496 -2.909 -0.103
C -0.323 -1.040 1.858 0.106
O -0.422 -1.614 2.843 -0.086
N 6.973 0.925 1.989 -0.287
C 6.154 1.808 1.361 0.243
O 6.498 2.921 0.989 -0.572
C 4.797 1.293 1.111 1.062
C 4.332 0.006 1.419 -0.818
C 3.005 -0.295 1.105 -0.176
N 2.224 0.629 0.490 -0.160
C 2.663 1.863 0.178 0.007
C 3.960 2.221 0.489 -0.629
H 7.882 1.269 2.240 0.268
H 6.603 0.102 2.429 0.153
H 4.899 -0.810 1.872 0.295
H 2.515 -1.261 1.320 0.326
H 1.966 2.549 -0.313 0.345
H 4.314 3.208 0.235 0.510
```

The energy relative to the best compared isomer or geometry (same formula, charge and spin) is 0.0 kcal/mol. The calculation puts the gap between HOMO and LUMO at 7.24 eV. The electronic energy is -2762.44220 Eh. Its total charge is +2.



Below is the ion CH3Cl3N2P with charge +1, with properties calculated with the ωB97M-V functional and the def2-TZVPD basis.

Geometry as XYZ:
```
10
Properties=species:S:1:pos:R:3:mulliken_charge:R:1
C 0.801 -0.788 1.589 -0.596
N -0.118 0.008 0.956 -0.036
N 0.038 -0.300 -0.534 -0.196
P -0.799 0.698 -1.490 0.980
Cl 0.427 2.085 -2.315 -0.078
Cl -2.333 1.576 -0.759 -0.029
Cl -1.368 -0.438 -2.940 -0.057
H 0.423 -1.027 2.540 0.324
H 1.595 -0.126 1.837 0.362
H 1.334 -1.688 1.116 0.326
```

As for the SMILES: CN=[N+]=P(Cl)(Cl)Cl. The energy relative to the best compared isomer or geometry (same formula, charge and spin) is 35.9 kcal/mol. The calculation puts the gap between HOMO and LUMO (spin up / spin down) at 9.15 / 9.15 eV. The electronic energy is -1871.01758 Eh. Its total charge is +1.